{
  "formula": "C3H7BrN3",
  "method": "the ωB97M-V functional and the def2-TZVPD basis",
  "elements": ["C", "C", "C", "N", "N", "N", "Br", "H", "H", "H", "H", "H", "H", "H"],
  "positions_angstrom": [[0.2489, -0.9101, -0.0002], [-0.8769, 1.7096, -0.2016], [1.2072, -0.1000, -0.7776], [-0.6526, -0.4979, 0.8157], [0.1657, -2.1973, -0.4466], [-0.8193, 0.8835, 1.0517], [2.3778, 0.7620, 0.4801], [-0.2730, 2.5963, -0.0596], [-1.2896, 1.3149, -1.1282], [1.3911, -0.4448, -1.7775], [0.7010, -2.4774, -1.2300], [-0.5765, -2.7902, -0.1355], [-0.0525, 1.1825, 1.6420], [-1.5513, 0.9689, 1.7675]],
  "forces_ev_per_a": [[-0.7, -0.4, -2.4], [0.7, -0.1, 1.3], [-0.2, 0.5, 2.5], [-1.2, -1.5, 1.1], [0.0, 1.1, 1.1], [0.8, 0.1, -0.8], [-0.1, -0.3, -1.4], [-0.3, 0.1, -0.5], [-0.1, 0.0, 0.7], [0.8, 0.5, -0.3], [0.5, -0.4, -0.4], [-0.3, -0.2, 0.2], [1.1, 0.6, -0.2], [-0.9, -0.1, -0.9]],
  "mulliken_charge": [0.782, -0.612, -0.543, -0.786, -0.385, 0.175, -0.031, 0.403, 0.422, 0.416, 0.187, 0.247, 0.378, 0.348],
  "homo_ev": [-13.5, -13.9],
  "multiplicity": 1,
  "energy_ha": -2856.3624,
  "total_charge": 1,
  "fmax_ev_per_a": 2.58,
  "lumo_ha": [-0.1881, -0.2030],
  "homo_lumo_gap_ev": [8.38, 8.37]
}